{"formula": "C2H2S4", "method": "ωB97M-V/def2-TZVPD", "symbols": ["C", "C", "S", "S", "S", "S", "H", "H"], "xyz": [[-1.235, -0.602, -0.008], [0.931, -0.729, 0.049], [-2.084, -1.611, -0.887], [1.558, -1.640, 1.188], [-1.536, 0.701, 1.023], [1.550, 0.095, -1.289], [-2.887, 0.725, 0.981], [2.836, -0.269, -1.140]], "mulliken_charge": [0.139, 0.082, -0.179, -0.173, -0.085, -0.095, 0.154, 0.158], "homo_ev": -7.945, "relative_energy_ev": 1.908, "total_energy_ha": -1670.05182, "e_lumo_ev": -0.315, "mol_weight_g_mol": 154.3, "homo_lumo_gap_ev": 7.6, "largest_force_ev_per_a": 2.80, "total_charge": 0}